[1]
10
Properties=species:S:1:pos:R:3:lowdin_charge:R:1 method="wB97M-V/def2-TZVPD" energy_ha=-450.67988 smiles="N#C/C(=N/O)C(=O)O" de_lowest_kcal_mol=77.4
C 0.549 -0.197 -0.004 -0.177
C 1.949 -0.267 0.016 -0.145
C -0.019 1.263 -0.001 -0.448
H -1.734 -2.110 0.115 0.133
H -1.742 0.557 -0.096 0.087
N -0.088 -1.320 -0.004 0.096
N 3.132 -0.367 -0.018 0.198
O -1.460 -1.188 -0.013 -0.028
O -1.339 1.444 -0.002 0.143
O 0.752 2.186 0.007 0.140

[2]
42
Properties=species:S:1:pos:R:3:lowdin_charge:R:1 method="wB97M-V/def2-TZVPD" charge=+3 energy_ha=-2915.32800 de_lowest_kcal_mol=88.7 multiplicity=2
Ir -0.304 -1.355 0.034 0.962
C 1.333 3.243 0.943 0.025
C 1.398 1.800 1.214 -0.177
C 0.648 1.253 2.274 0.067
C 0.611 -0.136 2.542 -0.206
C 0.009 -0.624 3.788 0.015
C 1.305 -1.026 1.657 -0.188
C 2.245 -0.467 0.714 -0.260
C 3.318 -1.305 0.171 -0.016
C 2.210 0.926 0.467 0.136
H 1.968 3.797 1.654 0.143
H 0.327 3.638 1.118 0.118
H 1.679 3.505 -0.057 0.112
H 0.108 1.926 2.927 0.160
H 0.575 -0.231 4.650 0.148
H -0.006 -1.709 3.867 0.105
H -0.988 -0.203 3.960 0.126
H 1.541 -2.020 2.047 0.125
H 4.248 -1.134 0.741 0.140
H 3.597 -1.034 -0.849 0.117
H 3.111 -2.373 0.243 0.067
H 2.869 1.343 -0.284 0.164
I -2.635 -2.714 -0.171 1.405
C -1.566 -4.631 -0.137 -0.878
I 0.512 -4.126 -0.334 1.166
H -1.858 -5.253 -0.989 0.018
H -1.715 -5.169 0.805 0.015
F 0.972 0.355 -4.740 0.228
C 0.019 0.898 -4.038 -0.663
F -0.765 1.655 -4.742 0.238
F 0.542 1.580 -3.023 0.142
S -1.017 -0.425 -3.095 0.654
O -0.026 -0.851 -2.091 -0.452
O -1.556 -1.457 -3.875 -0.176
N -2.055 0.552 -2.422 -0.271
S -2.400 0.717 -0.899 0.647
O -1.173 0.820 -0.103 -0.384
O -3.263 -0.319 -0.388 -0.547
C -3.324 2.377 -0.896 -0.674
F -4.463 2.203 -1.495 0.241
F -2.557 3.224 -1.545 0.201
F -3.474 2.750 0.356 0.205

[3]
65
Properties=species:S:1:pos:R:3:lowdin_charge:R:1 method="wB97M-V/def2-TZVPD" charge=+2 energy_ha=-2633.41949 de_lowest_kcal_mol=37.7 multiplicity=5
P -0.418 -1.877 -2.424 0.931
P 0.445 1.951 -2.662 0.978
C -0.652 -0.634 -3.765 -0.280
C 0.424 0.481 -3.870 -0.264
H -1.676 -0.218 -3.693 0.106
H -0.636 -1.229 -4.697 0.113
H 1.448 0.063 -3.860 0.084
H 0.313 0.948 -4.869 0.116
C -0.713 3.033 -3.616 -0.181
H -1.016 3.903 -3.023 0.072
H -1.627 2.503 -3.918 0.067
H -0.211 3.385 -4.529 0.065
C 2.040 2.706 -3.198 -0.173
H 1.896 3.269 -4.134 0.068
H 2.796 1.926 -3.384 0.064
H 2.414 3.395 -2.427 0.072
C -1.539 -3.234 -2.722 -0.155
H -1.435 -3.973 -1.922 0.078
H -1.302 -3.724 -3.678 0.082
H -2.575 -2.880 -2.745 0.078
C 1.235 -2.552 -2.750 -0.156
H 2.032 -1.803 -2.690 0.066
H 1.280 -2.978 -3.767 0.093
H 1.481 -3.369 -2.057 0.076
Os 0.415 -1.854 1.152 1.077
C -0.009 2.722 -0.831 -0.253
C -1.415 2.437 -0.656 -0.083
C -2.019 1.318 -1.378 -0.231
C -2.128 -0.008 -0.639 -0.114
C -0.897 -0.941 -0.960 -0.446
C 0.511 -0.589 -0.497 -0.463
C 1.392 0.631 -0.411 -0.232
C 0.771 1.889 0.234 -0.152
C 2.073 -2.799 1.291 -0.314
H 0.360 3.747 -0.989 0.134
H -1.991 2.907 0.139 0.142
H -1.335 1.071 -2.217 0.014
H -2.972 1.606 -1.849 0.146
H -2.195 0.095 0.453 0.117
H -3.041 -0.557 -0.927 0.131
H -1.179 -1.855 -0.291 0.035
H 1.229 -1.432 -0.771 0.025
H 1.823 0.877 -1.427 0.068
H 2.288 0.345 0.186 0.137
H 0.096 1.529 1.040 0.113
H 1.580 2.436 0.764 0.129
H 2.825 -2.389 1.969 0.028
H 2.474 -2.976 0.284 0.008
H 1.615 -3.729 1.677 0.024
O 1.719 1.611 3.475 -0.272
S 1.597 0.274 3.989 0.762
O 2.742 -0.569 4.204 -0.252
N 0.497 -0.675 2.841 -0.257
C -0.557 -1.171 3.460 -0.712
S -1.352 -2.307 2.406 0.637
C -0.737 -0.711 4.812 -0.203
C -1.759 -1.000 5.729 0.020
C -1.734 -0.394 6.980 -0.029
C -0.714 0.487 7.333 -0.022
C 0.340 0.716 6.456 -0.015
C 0.329 0.112 5.208 -0.219
H -2.541 -1.693 5.442 0.127
H -2.529 -0.606 7.696 0.127
H -0.750 0.999 8.302 0.132
H 1.178 1.358 6.722 0.136

[4]
105
Properties=species:S:1:pos:R:3:lowdin_charge:R:1 method="wB97M-V/def2-TZVPD" charge=+2 energy_ha=-4050.62731 multiplicity=2
Tc 0.884 -0.814 0.964 1.112
S 2.090 -0.080 3.090 0.370
P 1.665 1.773 2.386 0.722
C -0.627 0.067 0.347 -0.328
P -2.208 0.348 -0.379 0.391
S -3.254 -1.300 -0.080 0.331
C -1.924 0.790 -2.121 -0.339
C -0.736 0.458 -2.754 -0.123
C -0.545 0.843 -4.069 -0.096
C -1.536 1.550 -4.736 -0.078
C -2.730 1.857 -4.104 -0.048
C -2.930 1.476 -2.790 -0.067
C -2.913 1.849 0.360 -0.355
C -4.006 1.774 1.210 -0.092
C -4.487 2.935 1.789 -0.054
C -3.877 4.150 1.524 -0.058
C -2.789 4.218 0.667 -0.070
C -2.300 3.067 0.081 -0.089
C 0.652 2.658 3.623 -0.393
C 0.150 3.905 3.257 -0.102
C -0.747 4.565 4.073 -0.063
C -1.165 3.975 5.257 -0.050
C -0.663 2.736 5.627 -0.059
C 0.235 2.067 4.814 -0.119
C 3.264 2.657 2.200 -0.391
C 4.461 2.007 2.482 -0.118
C 5.666 2.628 2.214 -0.061
C 5.690 3.904 1.678 -0.054
C 4.500 4.568 1.416 -0.058
C 3.291 3.937 1.646 -0.112
H 0.022 -0.081 -2.201 0.049
H 0.382 0.600 -4.570 0.111
H -1.382 1.863 -5.757 0.116
H -3.501 2.400 -4.628 0.116
H -3.854 1.715 -2.280 0.121
H -4.479 0.818 1.397 0.080
H -5.333 2.884 2.453 0.113
H -4.253 5.047 1.988 0.113
H -2.329 5.169 0.450 0.111
H -1.463 3.114 -0.603 0.105
H 0.463 4.354 2.327 0.088
H -1.126 5.533 3.778 0.114
H -1.881 4.475 5.890 0.115
H -0.973 2.282 6.558 0.115
H 0.616 1.099 5.109 0.074
H 4.453 1.026 2.934 0.056
H 6.588 2.111 2.427 0.113
H 6.632 4.379 1.460 0.115
H 4.513 5.571 1.015 0.116
H 2.369 4.448 1.408 0.090
C -1.692 -0.534 3.264 -0.039
C -1.225 -1.930 3.025 -0.291
C -1.889 -2.963 3.683 0.019
C -1.469 -4.270 3.528 -0.002
C -0.338 -4.509 2.767 0.028
C 0.290 -3.442 2.132 -0.189
N -0.186 -2.174 2.218 0.011
C 1.513 -3.597 1.348 -0.200
C 2.236 -4.775 1.199 0.044
C 3.415 -4.751 0.466 0.019
C 3.853 -3.560 -0.092 0.041
C 3.082 -2.414 0.079 -0.200
N 1.950 -2.450 0.800 -0.077
C 3.382 -1.112 -0.505 -0.188
C 4.571 -0.877 -1.190 0.023
C 4.768 0.333 -1.825 -0.002
C 3.762 1.277 -1.744 0.015
C 2.603 1.011 -1.020 -0.286
C 1.574 2.085 -0.951 -0.055
N 2.413 -0.161 -0.393 0.029
H -1.957 -0.413 4.311 0.098
H -2.579 -0.330 2.665 0.055
H -0.932 0.195 2.992 0.022
H -2.733 -2.727 4.310 0.131
H -1.992 -5.080 4.010 0.127
H 0.044 -5.510 2.668 0.117
H 1.898 -5.698 1.644 0.123
H 3.991 -5.654 0.329 0.132
H 4.765 -3.535 -0.667 0.121
H 5.342 -1.626 -1.214 0.116
H 5.676 0.527 -2.375 0.127
H 3.869 2.235 -2.223 0.130
H 1.397 2.490 -1.944 0.099
H 1.946 2.895 -0.326 0.063
H 0.639 1.711 -0.539 0.006
C -4.206 -4.022 -2.451 -0.087
C -2.759 -4.462 -2.289 -0.258
N -1.967 -3.870 -3.346 0.019
C -0.858 -3.163 -3.218 -0.804
S -0.048 -2.998 -1.729 0.615
N -0.300 -2.599 -4.295 -0.010
C -0.733 -2.747 -5.676 -0.216
C -1.847 -1.781 -6.063 -0.060
H -4.828 -4.498 -1.702 0.080
H -4.578 -4.312 -3.431 0.077
H -4.287 -2.944 -2.332 0.038
H -2.681 -5.551 -2.360 0.124
H -2.351 -4.137 -1.330 0.053
H -2.359 -3.971 -4.273 0.132
H 0.503 -2.016 -4.119 0.106
H -1.045 -3.782 -5.838 0.118
H 0.141 -2.568 -6.304 0.124
H -2.759 -1.963 -5.501 0.075
H -2.065 -1.896 -7.119 0.083
H -1.538 -0.757 -5.879 0.043

[5]
8
Properties=species:S:1:pos:R:3:lowdin_charge:R:1 method="wB97M-V/def2-TZVPD" energy_ha=-1110.86873 smiles="O=C(S)[C@@H](F)Cl" de_lowest_kcal_mol=7.4
C -0.377 0.280 0.239 -0.806
C 0.999 0.076 -0.405 -0.703
H -2.622 -0.397 0.732 -0.104
H 0.756 -0.384 -1.369 0.095
O -0.595 1.127 0.991 0.075
F 1.500 1.327 -0.423 0.017
S -1.721 -0.875 -0.160 0.793
Cl 2.060 -1.154 0.395 0.633

[6]
5
Properties=species:S:1:pos:R:3:lowdin_charge:R:1 method="wB97M-V/def2-TZVPD" energy_ha=-280.83909 de_lowest_kcal_mol=23.0
N -1.619 2.260 0.797 0.199
O -1.955 3.140 0.185 0.138
O -0.562 -0.274 0.035 -0.121
O -0.939 0.924 -0.519 -0.267
H -0.360 -0.715 -0.761 0.052